--- 1 ---
16
Properties=species:S:1:pos:R:3 method="wB97M-V/def2-TZVPD" homo_lumo_gap_ev=9.836 smiles=NC[C@H](N)CO
C 0.3704 1.1297 -0.3075
C -0.3230 0.2153 0.5924
C -1.1596 -0.7369 -0.3478
H 2.1847 1.3938 -1.2551
H 1.3647 -0.0143 -1.8207
H -0.3449 1.5659 -0.9870
H 0.7666 2.1475 0.1988
H -1.0496 0.8338 1.1981
H 0.2461 -1.1789 1.8644
H 1.5683 -0.5761 0.8960
H -1.6000 -0.0609 -1.0483
H -0.3474 -1.3638 -0.8623
H -1.7937 -2.0871 1.1584
N 1.6038 0.5968 -0.9813
N 0.7408 -0.3644 1.4515
O -2.2274 -1.5005 0.2505



--- 2 ---
16
Properties=species:S:1:pos:R:3 method="wB97M-V/def2-TZVPD" homo_lumo_gap_ev=10.282 smiles="CC=O.NCN"
O 0.4155 1.3404 2.2940
C 0.2188 0.1486 2.2476
C 1.1020 -0.8746 1.5282
H -0.7551 -0.2116 2.4659
H 1.3143 -1.6919 2.2755
H 0.4725 -1.3368 0.8011
H 2.0431 -0.3015 1.3518
N -0.3997 1.1660 -2.2629
C -0.4879 0.5063 -0.9557
N -0.8234 -0.9075 -0.9096
H 0.2333 0.6925 -2.8532
H -0.3064 2.1542 -2.1870
H -1.4410 0.9440 -0.4914
H 0.3139 0.7654 -0.2818
H -0.2466 -1.5709 -1.3988
H -1.6535 -0.8227 -1.6237



--- 3 ---
16
Properties=species:S:1:pos:R:3 method="wB97M-V/def2-TZVPD" homo_lumo_gap_ev=9.921 smiles="CC=O.NCN"
O 2.6128 -1.8414 0.7752
C 2.1819 -1.6059 -0.3235
C 2.2809 -0.2587 -0.9773
H 1.7169 -2.4265 -0.8916
H 2.7688 0.4100 -0.2688
H 2.7564 -0.2750 -1.9551
H 1.2678 0.1238 -1.0993
N -0.9093 -0.2435 1.1191
C -2.1425 0.4916 0.8539
N -2.1116 1.3632 -0.2959
H -0.3022 0.3535 1.6683
H -0.4247 -0.3643 0.2373
H -2.3115 1.1318 1.7164
H -3.0093 -0.1655 0.8138
H -2.1274 0.9636 -1.2129
H -2.2469 2.3433 -0.1596



--- 4 ---
16
Properties=species:S:1:pos:R:3 method="wB97M-V/def2-TZVPD" homo_lumo_gap_ev=9.766 smiles="NC=O.CNC"
C 1.0292 0.0578 -2.4718
N 0.1786 1.0889 -2.2323
O 0.6729 -1.0945 -2.4297
H 2.0543 0.3735 -2.7084
H -0.7887 0.8535 -2.1065
H 0.4146 2.0486 -2.3915
C 0.0460 0.7683 1.7686
N 0.2857 -0.5629 1.2085
C -0.9498 -1.2952 0.9800
H -0.2444 1.4478 0.9689
H -0.7083 0.7675 2.5678
H 0.9610 1.1451 2.2237
H 0.8416 -1.0673 1.8875
H -1.6220 -1.3036 1.8491
H -0.6886 -2.3293 0.7678
H -1.4821 -0.8982 0.1182



Most favorable structure: 4. The second most favorable one is 15.6 kcal/mol above it.